1.
The following is a DFT calculation (ωB97M-V/def2-TZVPD) of C3H5NO in the gas phase at a distorted geometry.

Calculated values
* energy above the lowest of the compared OMol25 structures with the same formula, charge and spin: 4.253 eV
* Kohn-Sham gap: 10.1 eV
* SMILES: C=C/C=N\O
* highest occupied orbital energy: -9.4 eV
* total charge: 0
* F_max: 7.987 eV/A

Each line ends with the natural charge from an NBO analysis.
Geometry (Å):
C -0.27265 -0.11423 0.78203  -0.004
C 0.48663 -0.19692 -0.42680  -0.272
C 1.68648 -0.50578 -0.75386  -0.352
H -2.84909 1.09114 0.58654  0.480
H 0.43664 0.22372 1.75043  0.183
H -0.22242 -0.11151 -1.29622  0.196
H 1.81456 -0.96484 -1.74973  0.218
H 2.44882 -0.60529 0.06492  0.193
N -1.37411 0.34735 0.99965  -0.122
O -2.15486 0.83637 0.04304  -0.522

Atoms 1-2, force components in eV/Å:
C 7.241 1.875 2.799
C -4.968 0.280 -2.688

2.
The following is a DFT calculation (ωB97M-V/def2-TZVPD) of a gas-phase ion, C3N2O8 (charge -2) at a distorted geometry.

Calculated values
* energy above the lowest of the compared OMol25 structures with the same formula, charge and spin: 0.265 eV
* Kohn-Sham gap: 6.7 eV
* SMILES: O=C([O-])C(C(=O)O[N+](=O)[O-])=[N+]([O-])[O-]
* highest occupied orbital energy: -0.3 eV
* total charge: -2
* F_max: 2.775 eV/A

Each line ends with the natural charge from an NBO analysis.
Geometry (Å):
C 1.07918 -0.27432 -0.97159  0.770
C -0.58804 0.96064 0.66058  0.715
C -0.37243 0.14480 -0.43135  -0.319
N -1.37109 0.11791 -1.37140  0.497
N 0.80056 -0.58442 1.68852  0.735
O 1.28333 -1.47907 -1.09517  -0.755
O -1.37662 1.78299 1.05714  -0.623
O -2.54593 0.40020 -1.05595  -0.538
O -0.13156 -1.34139 1.72753  -0.398
O 1.80787 0.69655 -1.19201  -0.772
O 0.59406 0.71210 1.59741  -0.379
O -1.11933 -0.23175 -2.54036  -0.518
O 1.94000 -0.90423 1.92664  -0.415

Atoms 1-2, force components in eV/Å:
C -1.319 0.448 0.381
C -0.324 0.266 0.103

3.
The following is a DFT calculation (ωB97M-V/def2-TZVPD) of 2 unconnected molecules or ions with the total composition C10H18N3O at a distorted geometry.

Calculated values
* energy above the lowest of the compared OMol25 structures with the same formula, charge and spin: 0.000 eV
* Kohn-Sham gap (spin up / spin down): 4.4 / 9.4 eV
* ⟨S²⟩: 0.754
* multiplicity: 2
* highest occupied orbital energy (spin up / spin down): -3.5 / -8.6 eV
* total charge: 0
* F_max: 1.183 eV/A

Each line ends with the Mulliken spin population.
Geometry (Å):
C 0.75375 3.42444 0.47766  0.003
C 2.91765 0.36144 0.07156  0.012
C 2.35520 1.60682 -0.11276  0.002
C 2.25666 -0.57847 0.86793  0.008
C 1.24255 2.01418 0.64468  -0.017
C 1.12857 -0.19887 1.56446  0.040
C 0.69941 1.13050 1.55174  0.008
O 2.62366 -1.91883 0.77051  0.013
H 3.84915 0.08605 -0.40265  -0.003
H 2.78845 2.32650 -0.78537  -0.001
H 3.16552 -2.20693 1.51933  -0.003
H 0.59039 -0.98141 2.08244  -0.035
H 0.51083 3.94954 1.40821  0.000
H -0.09466 3.56065 -0.19695  0.000
H -0.10034 1.41023 2.22413  0.013
H 1.53256 4.07750 0.06716  0.000
C -2.36940 0.03635 -0.51503  0.009
C -3.39173 -0.27911 -1.62030  0.087
C -0.72014 -1.80895 -0.34923  0.665
N -1.80498 -1.08687 0.15039  0.099
N -0.26150 -2.92688 0.33195  0.071
N -0.01714 -1.38245 -1.47660  0.090
H -1.57472 0.66878 -0.93879  -0.005
H -2.84564 0.73264 0.17641  -0.010
H -2.92870 -0.59285 -2.56090  -0.004
H -4.06945 0.56164 -1.82304  -0.011
H -2.26625 -1.45234 0.96201  -0.008
H -0.86779 -3.58328 0.78459  0.006
H 0.73391 -3.06447 0.39315  0.012
H -0.46565 -0.76592 -2.13204  -0.005
H 0.66921 -2.01820 -1.83602  -0.013
H -4.03939 -1.10144 -1.29862  -0.020

Atoms 1-2, force components in eV/Å:
C 0.194 1.130 0.061
C -0.096 -0.391 0.008

4.
The following is a DFT calculation (ωB97M-V/def2-TZVPD) of C20H25N3O4S in the gas phase at a distorted geometry.

Calculated values
* energy above the lowest of the compared OMol25 structures with the same formula, charge and spin: 23.897 eV
* Kohn-Sham gap: 7.5 eV
* SMILES: COc1ccc(C)cc1S(=O)(=O)N1CCC[C@@H](C(=O)NCc2ccccn2)C1
* highest occupied orbital energy: -8.3 eV
* total charge: 0
* F_max: 19.970 eV/A

Each line ends with the natural charge from an NBO analysis.
Geometry (Å):
C 1.33134 -2.24099 0.03834  -0.243
H 1.76837 -2.61776 -0.93957  0.159
H 2.04165 -1.84727 0.73233  0.231
H 1.11850 -3.25130 0.50772  0.161
O 0.36555 -1.53977 -0.32721  -0.480
C -0.80386 -1.82911 -0.81140  0.343
C -1.99320 -0.90780 -0.84726  -0.517
C -3.02530 -1.60882 -1.29735  0.021
C -3.12132 -2.82396 -1.87326  -0.201
C -2.12163 -3.62026 -1.92629  -0.055
C -0.84868 -3.13013 -1.11766  -0.337
H 0.10421 -3.84593 -1.25873  0.251
H -2.10331 -4.66140 -2.52275  0.233
C -4.53342 -3.24045 -2.41884  -0.490
H -5.25043 -2.73152 -2.20633  0.183
H -4.72880 -4.14811 -2.28446  0.191
H -4.51662 -3.14419 -3.74958  0.169
H -3.99252 -0.76383 -1.31328  0.246
S -1.94763 0.43855 0.03272  2.342
O -1.06523 1.49828 -0.76764  -1.019
O -3.19107 0.97453 -0.00746  -0.935
N -1.22065 0.59450 1.52400  -0.661
C -0.72381 1.62788 2.18354  -0.227
H -1.48193 2.12326 2.88132  0.181
C 0.77913 1.01814 2.89558  -0.240
C 1.66567 0.69625 1.82459  0.603
O 2.66599 0.16049 2.03783  -0.668
N 1.60168 1.08662 0.67845  -0.585
H 0.67214 1.52759 0.11264  0.440
C 2.55592 0.97147 -0.49227  -0.236
C 2.89668 2.13658 -1.16984  0.213
N 4.21561 2.53524 -1.41341  -0.436
C 4.33145 3.69067 -2.03494  0.099
C 3.39757 4.43621 -2.85292  -0.316
C 2.08457 4.01722 -2.69185  -0.125
C 1.76520 2.83479 -1.68577  -0.273
H 0.88180 2.32086 -1.81551  0.233
H 1.10164 4.72706 -3.06437  0.225
H 3.63976 5.33929 -3.23908  0.219
H 5.44474 4.13196 -1.98998  0.181
H 3.37994 0.74288 0.00578  0.240
H 2.31062 0.39284 -1.05244  0.169
H 1.05406 2.17375 3.23627  0.263
C 0.30895 0.17247 3.64694  -0.458
C -0.28778 -1.05828 3.18595  -0.352
C -1.76581 -0.70613 2.29539  -0.273
H -2.51119 -0.20818 2.93906  0.195
H -2.23636 -1.47015 1.65702  0.216
H 0.32048 -1.66205 2.53003  0.210
H -0.64953 -1.66767 3.96741  0.214
H -0.29599 0.47427 4.62835  0.233
H 1.26481 -0.28942 4.25540  0.228
H -0.65198 2.17082 1.37478  0.235

Atoms 1-2, force components in eV/Å:
C 5.412 -7.504 -0.303
H 1.005 0.206 1.022

5.
The following is a DFT calculation (ωB97M-V/def2-TZVPD) of 2 unconnected molecules or ions with the total composition C6H13NO at a distorted geometry.

Calculated values
* energy above the lowest of the compared OMol25 structures with the same formula, charge and spin: 2.666 eV
* Kohn-Sham gap: 9.3 eV
* SMILES: C/C=C/C.CNC=O
* highest occupied orbital energy: -8.5 eV
* total charge: 0
* F_max: 3.580 eV/A

Each line ends with the natural charge from an NBO analysis.
Geometry (Å):
C -2.54145 -1.04675 0.38220  -0.421
N -1.55270 0.02106 0.26694  -0.650
C -0.53188 0.09792 1.24913  0.540
O -0.14850 -0.88056 1.85628  -0.613
H -1.95512 0.92020 0.03304  0.386
H -0.35531 1.13628 1.56664  0.128
H -3.34359 -0.77579 1.07137  0.192
H -2.01882 -1.92626 0.75026  0.237
H -2.97246 -1.24256 -0.59977  0.202
C 0.13911 -0.18788 -2.03994  -0.696
C 2.45749 0.75735 0.90629  -0.648
C 1.45947 0.83038 -0.20886  -0.233
C 1.18759 -0.20473 -1.03715  -0.154
H 1.14873 1.82841 -0.51043  0.186
H 1.47343 -1.19528 -0.69603  0.196
H 0.34676 -0.84573 -2.88617  0.221
H -0.08649 0.80345 -2.43311  0.201
H -0.86015 -0.31252 -1.25044  0.276
H 2.21629 1.47609 1.69096  0.206
H 2.47085 -0.24341 1.33669  0.227
H 3.46674 0.99032 0.55210  0.218

Atoms 1-2, force components in eV/Å:
C 0.193 -0.049 -0.138
N 0.140 0.601 1.306

6.
The following is a DFT calculation (ωB97M-V/def2-TZVPD) of a molecular structure, C40H33F12N2O4P2PtS3.

Calculated values
* energy above the lowest of the compared OMol25 structures with the same formula, charge and spin: 0.000 eV
* Kohn-Sham gap: 7.5 eV
* highest occupied orbital energy: -11.1 eV
* total charge: +1
* F_max: 0.226 eV/A

Each line ends with the Mulliken charge.
Geometry (Å):
Pt -0.05341 -0.99087 -0.86494  1.883
C -4.22771 1.34570 4.43387  -0.785
S -2.61845 2.09880 4.75775  -0.059
C -2.52816 3.39848 3.48673  -1.166
C -1.51851 3.06852 2.38775  -0.747
C -2.01609 1.91420 1.52523  0.541
N -0.98850 1.10456 0.85971  0.837
P -0.29853 1.22161 -0.67368  1.185
C -1.43665 2.06794 -1.75955  1.203
C -2.60773 1.40751 -2.13677  -0.452
C -3.53652 2.05535 -2.93185  -0.760
C -3.29682 3.35845 -3.35343  -0.682
C -2.13088 4.01452 -2.98519  -0.727
C -1.19481 3.37254 -2.18699  -0.702
C 1.22251 2.16874 -0.54904  0.461
C 1.30163 3.25043 0.32679  -0.325
C 2.48519 3.96124 0.44245  -0.722
C 3.59337 3.59490 -0.31044  -0.922
C 3.52221 2.51040 -1.17304  -0.653
C 2.34138 1.79405 -1.28855  0.045
P -0.41351 -0.44391 1.30490  -0.593
C 0.96842 -0.21487 2.40805  1.707
C 0.76849 0.35972 3.66384  -0.733
C 1.86217 0.62425 4.47139  -0.952
C 3.14303 0.31961 4.02697  -0.924
C 3.33759 -0.24942 2.77646  -0.841
C 2.25022 -0.51966 1.96096  -0.326
C -1.78248 -1.32769 2.03547  2.435
C -2.93523 -1.48029 1.26103  -1.156
C -4.02879 -2.14882 1.78011  -0.814
C -3.97315 -2.66058 3.07176  -0.757
C -2.82700 -2.51313 3.83841  -1.150
C -1.72237 -1.85117 3.32307  -0.763
H -4.40407 0.64263 5.24620  0.362
H -4.25526 0.79657 3.49251  0.119
H -5.01402 2.09804 4.45306  0.365
H -2.24188 4.31956 3.99230  0.500
H -3.52959 3.55453 3.08164  0.430
H -0.56807 2.79798 2.85423  0.460
H -1.33996 3.95509 1.77301  0.475
H -2.70891 2.28106 0.76205  0.430
H -2.57337 1.21896 2.15243  -0.730
H -2.78302 0.38634 -1.81960  0.113
H -4.44155 1.54317 -3.22960  0.482
H -4.02278 3.86253 -3.97749  0.426
H -1.94758 5.02571 -3.32225  0.469
H -0.27955 3.87804 -1.90803  0.476
H 0.44972 3.53216 0.93149  0.185
H 2.54449 4.79645 1.12732  0.473
H 4.51716 4.14975 -0.21510  0.423
H 4.38974 2.21213 -1.74702  0.539
H 2.30229 0.92682 -1.93170  -0.172
H -0.23067 0.59745 4.01350  0.445
H 1.71487 1.06314 5.44926  0.497
H 3.99404 0.52171 4.66398  0.436
H 4.33554 -0.49563 2.43963  0.542
H 2.39893 -0.98446 0.99251  0.338
H -2.96854 -1.08552 0.25036  0.253
H -4.91881 -2.28003 1.17957  0.484
H -4.82610 -3.18967 3.47629  0.496
H -2.78202 -2.93172 4.83477  0.555
H -0.81422 -1.77338 3.90405  0.426
F 0.08195 -5.75934 -1.90683  -0.204
C 1.16686 -5.01365 -2.02291  0.418
F 1.06974 -4.27211 -3.13484  -0.175
F 2.24068 -5.77654 -2.10533  -0.206
S 1.30912 -3.85767 -0.59654  1.140
O 0.01875 -3.11814 -0.64477  -1.297
O 2.44569 -3.01741 -0.85927  -0.693
N 1.41135 -4.87173 0.54975  -0.696
S 1.03215 -4.53289 2.06178  1.083
O 1.84822 -5.27753 2.95354  -0.670
O 0.83014 -3.12036 2.25698  -0.625
C -0.64911 -5.27647 2.19926  0.679
F -0.62831 -6.55550 1.85831  -0.237
F -1.51019 -4.62918 1.41049  -0.163
F -1.05733 -5.16298 3.46236  -0.214
F -2.95267 -1.52159 -3.36149  -0.247
C -1.93884 -2.39127 -3.20961  0.224
F -1.82062 -3.08872 -4.33603  -0.242
F -2.26223 -3.21873 -2.22417  -0.138
F 5.31020 1.21304 -6.43639  -0.256
C 5.12576 1.40354 -5.12355  0.868
F 5.04116 2.72947 -4.91867  -0.253
F 6.22003 0.96625 -4.48832  -0.273
C 3.87795 0.70562 -4.63932  0.503
C 3.97101 -0.48677 -3.93630  -1.104
C 2.81906 -1.11267 -3.49013  0.140
C 1.58170 -0.52770 -3.76014  0.659
C 1.48893 0.66329 -4.48619  -0.180
C 2.64411 1.27884 -4.92527  -1.267
C 0.38038 -1.12094 -3.25528  0.293
C -0.67734 -1.64689 -2.94273  -0.786
H 4.93906 -0.91971 -3.72745  0.492
H 2.87309 -2.02239 -2.90904  0.526
H 0.51879 1.10053 -4.68365  0.550
H 2.59305 2.20774 -5.47685  0.468

Atoms 1-2, force components in eV/Å:
Pt 0.027 -0.182 -0.122
C -0.001 -0.002 -0.011